ORCA calculation (wB97M-V/def2-TZVPD) on a molecular structure, C25H26Cl4GeIrN6O3 in a non-equilibrium geometry.

Each line ends with the Löwdin charge.
Positions of all 66 atoms, in Å:
1 Ir -0.0705 -0.3832 0.2566  1.182
2 N 0.1690 3.6153 -2.7129  0.183
3 C -0.4387 2.9533 -1.7607  -0.063
4 N 0.1787 2.3499 -0.7577  0.044
5 C 1.5969 2.2550 -0.7997  -0.209
6 N 2.3340 1.4660 -0.1078  0.136
7 N 1.7051 0.4995 0.6307  -0.136
8 C 2.3511 0.0914 1.6629  0.002
9 C 1.6163 -0.7890 2.5549  -0.225
10 C 2.1732 -1.3515 3.6853  0.018
11 C 1.3732 -2.1453 4.4970  -0.018
12 C 0.0565 -2.3391 4.1350  -0.008
13 C -0.4301 -1.7594 2.9712  -0.086
14 N 0.3212 -0.9837 2.1934  -0.022
15 C 2.2832 3.1366 -1.7498  -0.098
16 C 3.6761 3.2466 -1.7655  0.006
17 C 4.2931 4.0041 -2.7366  -0.036
18 C 3.5389 4.6553 -3.7149  -0.035
19 C 2.1646 4.5491 -3.7225  0.000
20 C 1.5581 3.7899 -2.7315  -0.196
21 H -0.3860 3.9911 -3.4683  0.183
22 H -1.5130 2.9078 -1.7996  0.145
23 H 3.3424 0.4647 1.8836  0.150
24 H 3.2140 -1.1726 3.9146  0.128
25 H 1.7781 -2.6034 5.3884  0.123
26 H -0.6061 -2.9514 4.7287  0.123
27 H -1.4411 -1.9403 2.6518  0.099
28 H 4.2511 2.7170 -1.0208  0.120
29 H 5.3709 4.0828 -2.7506  0.118
30 H 4.0339 5.2386 -4.4787  0.120
31 H 1.5688 5.0328 -4.4855  0.126
32 Cl 1.9468 0.7049 -4.4213  -0.120
33 Ge 2.1304 -0.9963 -2.8776  0.158
34 Cl 1.1293 -2.6054 -4.0336  -0.070
35 Cl -0.1908 -0.1832 -2.0556  0.207
36 C -0.6716 3.4836 1.8634  -0.065
37 O -0.2924 2.1496 1.5365  -0.188
38 C -0.6718 1.6052 0.2877  -0.543
39 C -2.1559 1.7946 0.0173  -0.088
40 H -0.7113 3.5389 2.9487  0.097
41 H -1.6500 3.7567 1.4712  0.078
42 H 0.0712 4.2017 1.5035  0.091
43 H -2.4841 2.8288 -0.1203  0.077
44 H -2.6741 1.4175 0.8922  0.077
45 H -2.4749 1.2141 -0.8482  0.075
46 Cl 3.4220 -3.5373 -0.5977  0.547
47 C 1.9838 -4.2820 0.1446  -0.469
48 C 0.8176 -3.3286 0.3600  -0.704
49 O -0.0853 -3.7116 1.0946  0.029
50 O 0.8655 -2.2106 -0.2677  -0.320
51 H 2.2769 -4.6887 1.1083  0.079
52 H 1.6564 -5.1020 -0.4909  0.089
53 C -5.3241 -3.9910 0.1840  -0.026
54 C -4.1390 -3.0769 0.1530  -0.236
55 C -4.0050 -2.0213 1.0525  0.003
56 C -2.8997 -1.2046 0.9870  -0.149
57 N -1.9224 -1.3641 0.0818  -0.110
58 C -2.0459 -2.3748 -0.7930  -0.124
59 C -3.1280 -3.2308 -0.7844  0.019
60 H -5.8134 -3.9772 1.1559  0.084
61 H -5.0330 -5.0135 -0.0507  0.091
62 H -6.0550 -3.6773 -0.5639  0.098
63 H -4.7574 -1.8354 1.8072  0.124
64 H -2.7710 -0.3870 1.6831  0.107
65 H -1.2460 -2.4923 -1.5080  0.075
66 H -3.1606 -4.0318 -1.5103  0.132

Atoms 1-3, force components in eV/Å:
0.0 -0.2 -0.8
0.0 0.0 0.1
0.2 0.0 0.0

Calculated values
LUMO in eV: -3.852
Kohn-Sham gap in eV: 6.828
Charge: +1
Highest occupied orbital energy in Eh: -0.3925
Energy above the lowest of the compared OMol25 structures with the same formula, charge and spin in kcal per mole: 0.0